Record 1
{"formula": "C23H92O23", "method": "wB97M-V/def2-TZVPD", "elements": ["C", "O", "H", "H", "H", "H", "C", "O", "H", "H", "H", "H", "C", "O", "H", "H", "H", "H", "C", "O", "H", "H", "H", "H", "C", "O", "H", "H", "H", "H", "C", "O", "H", "H", "H", "H", "C", "O", "H", "H", "H", "H", "C", "O", "H", "H", "H", "H", "C", "O", "H", "H", "H", "H", "C", "O", "H", "H", "H", "H", "C", "O", "H", "H", "H", "H", "C", "O", "H", "H", "H", "H", "C", "O", "H", "H", "H", "H", "C", "O", "H", "H", "H", "H", "C", "O", "H", "H", "H", "H", "C", "O", "H", "H", "H", "H", "C", "O", "H", "H", "H", "H", "C", "O", "H", "H", "H", "H", "C", "O", "H", "H", "H", "H", "C", "O", "H", "H", "H", "H", "C", "O", "H", "H", "H", "H", "C", "O", "H", "H", "H", "H", "C", "O", "H", "H", "H", "H"], "xyz": [[5.673, -2.818, -1.293], [6.402, -1.975, -2.157], [5.098, -2.136, -0.667], [5.044, -3.520, -1.841], [6.335, -3.356, -0.615], [7.303, -1.816, -1.866], [3.077, -5.733, 1.911], [4.293, -6.295, 2.447], [2.667, -6.432, 1.182], [2.429, -5.763, 2.787], [3.203, -4.776, 1.405], [4.147, -6.973, 3.111], [1.302, 2.891, -4.324], [0.409, 2.425, -3.337], [2.173, 3.363, -3.869], [1.587, 1.999, -4.882], [0.800, 3.481, -5.091], [0.031, 3.147, -2.829], [2.632, 0.299, 7.555], [2.837, 0.619, 6.242], [2.594, 1.206, 8.158], [1.673, -0.178, 7.757], [3.416, -0.304, 8.013], [2.392, 0.057, 5.604], [2.160, 3.034, 3.891], [2.972, 3.707, 4.735], [1.841, 2.087, 4.325], [1.280, 3.666, 3.774], [2.582, 2.948, 2.889], [3.778, 3.263, 5.009], [-0.390, -6.149, -1.426], [-1.205, -6.016, -0.325], [-0.723, -6.841, -2.200], [-0.261, -5.140, -1.817], [0.604, -6.467, -1.111], [-2.016, -5.554, -0.549], [0.433, 4.951, -1.105], [-0.671, 4.214, -1.669], [0.716, 4.644, -0.099], [1.265, 4.753, -1.781], [0.291, 6.029, -1.183], [-1.375, 4.495, -1.080], [-2.074, 4.155, -4.953], [-2.046, 3.376, -6.094], [-1.735, 3.670, -4.038], [-1.337, 4.928, -5.166], [-3.075, 4.570, -4.833], [-1.181, 3.309, -6.504], [-1.826, -2.982, -0.991], [-2.902, -3.882, -0.607], [-0.956, -3.004, -0.334], [-1.391, -3.179, -1.970], [-2.299, -2.001, -1.040], [-3.445, -4.059, -1.378], [-2.640, 2.760, 2.030], [-1.327, 2.375, 2.159], [-3.311, 2.046, 2.508], [-2.693, 3.686, 2.602], [-2.947, 3.096, 1.040], [-1.183, 1.710, 1.482], [2.213, -2.336, 5.149], [1.760, -1.382, 4.224], [1.667, -2.172, 6.079], [2.111, -3.382, 4.858], [3.269, -2.198, 5.379], [2.477, -1.274, 3.595], [-3.730, 5.907, -2.076], [-3.628, 4.756, -1.293], [-4.127, 6.731, -1.483], [-2.747, 6.124, -2.493], [-4.485, 5.851, -2.860], [-4.496, 4.456, -1.013], [-2.891, -5.824, 2.424], [-1.534, -5.455, 2.311], [-3.167, -5.717, 3.473], [-3.463, -5.039, 1.931], [-3.206, -6.840, 2.183], [-1.197, -5.486, 1.413], [-1.057, -2.678, 4.129], [-1.574, -2.675, 2.798], [-0.841, -1.724, 4.610], [-1.698, -3.219, 4.824], [-0.214, -3.369, 4.116], [-1.751, -3.579, 2.528], [-4.201, 1.763, -4.037], [-4.078, 1.858, -5.468], [-4.491, 0.742, -3.787], [-3.258, 2.000, -3.545], [-5.039, 2.418, -3.799], [-3.485, 2.601, -5.600], [-6.007, 2.714, -0.078], [-6.302, 4.119, -0.166], [-6.263, 2.212, -1.011], [-4.960, 2.436, 0.049], [-6.370, 2.392, 0.898], [-6.784, 4.322, -0.971], [-4.218, -0.656, 1.508], [-4.857, -1.507, 0.578], [-4.358, -1.145, 2.472], [-3.177, -0.630, 1.187], [-4.729, 0.305, 1.442], [-4.595, -2.418, 0.727], [3.152, 5.916, 1.370], [4.507, 6.141, 1.047], [2.740, 4.986, 0.979], [3.039, 5.789, 2.446], [2.562, 6.759, 1.010], [5.082, 5.508, 1.483], [4.336, 0.228, 1.664], [4.507, -0.217, 2.981], [3.753, 1.147, 1.608], [5.324, 0.426, 1.248], [3.732, -0.504, 1.128], [4.935, 0.491, 3.468], [0.161, 0.016, 0.471], [-0.676, 0.975, -0.186], [0.913, 0.565, 1.038], [-0.521, -0.572, 1.085], [0.851, -0.699, 0.024], [-0.226, 1.271, -0.981], [2.434, -0.221, -2.466], [1.047, -0.093, -2.709], [3.073, -0.305, -3.345], [2.806, 0.555, -1.797], [2.534, -1.171, -1.942], [0.884, 0.833, -2.904], [2.219, -4.235, -3.064], [3.288, -4.814, -3.778], [2.329, -4.283, -1.981], [1.905, -3.197, -3.165], [1.383, -4.886, -3.323], [3.840, -4.137, -4.175], [-1.477, -0.776, -5.150], [-0.165, -1.385, -5.077], [-2.145, -1.238, -5.877], [-1.998, -0.874, -4.198], [-1.379, 0.294, -5.334], [0.304, -0.900, -4.394]], "homo_lumo_gap_ev": 9.70, "lumo_energy_ev": 0.15, "homo_ev": -9.552, "spin_multiplicity": 1, "de_lowest_ev": 3.319}


Record 2
{"formula": "C24H12Cl4MnN5O2", "method": "wB97M-V/def2-TZVPD", "elements": ["Mn", "C", "C", "C", "C", "N", "C", "N", "C", "N", "C", "N", "C", "C", "C", "C", "C", "N", "C", "C", "C", "C", "C", "C", "H", "H", "H", "H", "H", "H", "H", "H", "H", "H", "H", "H", "Cl", "C", "C", "Cl", "C", "Cl", "C", "O", "C", "O", "C", "Cl"], "xyz": [[0.844, 0.071, -1.238], [5.372, -0.277, -2.313], [6.042, -0.285, -1.100], [5.375, -0.121, 0.065], [3.956, 0.081, 0.056], [3.277, 0.035, -1.132], [4.010, -0.084, -2.265], [3.360, 0.204, 1.289], [2.079, 0.167, 1.601], [1.008, 0.042, 0.827], [-0.174, 0.126, 1.581], [-1.385, 0.078, 1.199], [-1.851, 0.037, -0.183], [-3.363, -0.020, -0.207], [-4.374, -0.052, -2.113], [-3.607, -0.023, -3.451], [-2.275, -0.027, -3.466], [-1.501, -0.004, -2.301], [0.212, 0.163, 3.006], [-0.541, 0.078, 4.152], [0.141, 0.074, 5.363], [1.530, 0.173, 5.393], [2.259, 0.213, 4.204], [1.623, 0.181, 3.012], [5.892, -0.326, -3.270], [7.111, -0.529, -1.049], [5.859, -0.109, 1.027], [3.454, -0.043, -3.200], [-3.762, 0.037, 0.804], [-5.451, -0.080, -2.310], [-4.197, -0.047, -4.372], [-1.751, -0.030, -4.433], [-1.628, 0.075, 4.131], [-0.429, 0.012, 6.263], [2.072, 0.124, 6.304], [3.335, 0.210, 4.270], [-5.189, -2.163, -0.341], [-3.868, -1.163, -1.109], [-3.932, 1.094, -1.153], [-5.325, 2.019, -0.345], [-2.732, 1.978, -1.479], [-2.747, 3.187, -2.694], [-1.451, 1.161, -1.284], [-0.327, 1.793, -1.330], [-1.421, -1.109, -1.270], [-0.224, -1.673, -1.212], [-2.653, -1.957, -1.401], [-2.655, -3.293, -2.524]], "homo_lumo_gap_ev": [7.07, 7.32], "lumo_energy_ev": [2.29, 2.28], "homo_ev": [-4.780, -5.035], "spin_multiplicity": 6, "total_charge": -1}


Record 3
{"formula": "C24H12Cl5N3Pd", "method": "wB97M-V/def2-TZVPD", "elements": ["Pd", "C", "C", "N", "C", "C", "C", "C", "C", "C", "C", "N", "C", "C", "C", "C", "C", "C", "C", "C", "N", "C", "H", "H", "H", "H", "H", "H", "H", "H", "H", "H", "H", "H", "Cl", "C", "C", "C", "Cl", "C", "Cl", "C", "Cl", "C", "Cl"], "xyz": [[-0.808, 0.000, -0.980], [-0.577, -4.276, -1.377], [-0.672, -2.923, -1.703], [-0.822, -1.989, -0.775], [-0.889, -2.328, 0.545], [-0.784, -3.670, 0.945], [-0.626, -4.648, -0.059], [-0.824, -3.969, 2.325], [-0.947, -2.953, 3.229], [-1.030, -1.609, 2.822], [-1.030, -1.272, 1.483], [-1.190, 0.000, 0.891], [-1.031, 1.272, 1.484], [-1.031, 1.609, 2.822], [-0.950, 2.954, 3.229], [-0.826, 3.969, 2.326], [-0.785, 3.671, 0.946], [-0.626, 4.648, -0.059], [-0.577, 4.277, -1.377], [-0.672, 2.924, -1.702], [-0.822, 1.990, -0.775], [-0.889, 2.329, 0.545], [-0.459, -5.002, -2.168], [-0.639, -2.591, -2.732], [-0.539, -5.689, 0.224], [-0.750, -4.998, 2.650], [-0.982, -3.171, 4.287], [-1.140, -0.878, 3.597], [-1.142, 0.878, 3.597], [-0.985, 3.171, 4.287], [-0.752, 4.999, 2.650], [-0.540, 5.690, 0.224], [-0.458, 5.002, -2.168], [-0.638, 2.591, -2.731], [-0.523, 0.000, -3.648], [1.090, 0.000, -2.961], [1.094, 0.000, -1.592], [2.263, 0.000, -0.869], [2.236, 0.000, 0.845], [3.470, -0.001, -1.587], [4.949, -0.001, -0.739], [3.466, -0.001, -2.991], [4.936, -0.001, -3.850], [2.258, 0.000, -3.704], [2.196, 0.000, -5.406]], "homo_lumo_gap_ev": 5.65, "lumo_energy_ev": -8.89, "homo_ev": -14.533, "spin_multiplicity": 1, "de_lowest_ev": 0.000, "total_charge": 2}


Electronic energy / eV: -72423.4976, -118036.2507, -95629.3142